(1)
Computed, not measured: 3 unconnected molecules or ions with the total composition C14H22Br4F8N5O at a distorted geometry, with ωB97M-V/def2-TZVPD.

Cartesian coordinates (Å):
C 2.93253 2.50223 1.69185
N 2.47439 2.58869 3.08281
C 1.78077 1.70978 3.79252
N 1.46646 1.97460 5.07835
C 0.75467 0.92186 5.46074
N 0.20629 0.79312 6.72068
N 0.64572 0.05825 4.48398
N 1.30493 0.52629 3.37908
C 1.31664 -0.22153 2.12599
C 2.72519 -0.74658 1.68645
O 2.87789 -0.45525 0.30585
C 2.19303 -1.39606 -0.51109
C 1.69650 -0.66827 -1.79450
F 1.98282 -1.48725 -2.83167
F 2.42470 0.43817 -1.98480
C 0.15510 -0.42595 -1.80156
F -0.40194 -0.49540 -0.56245
F -0.37968 -1.44038 -2.49526
C -0.32742 0.89238 -2.44724
F 0.21959 1.97844 -1.87941
F -0.07127 0.83837 -3.75873
C -1.87091 1.10705 -2.29540
F -2.58174 0.15678 -2.88003
F -2.13710 2.27870 -2.92655
H 3.12355 3.52587 1.34862
H 2.19523 2.08892 1.00345
H 3.89909 1.98672 1.65235
H 2.75422 3.41686 3.58971
H -0.80764 0.78366 6.57567
H 0.37578 1.70438 7.15253
H 0.14247 -0.81761 4.53054
H 0.84951 0.38370 1.34496
H 0.66572 -1.09467 2.27006
H 2.88596 -1.80780 1.91487
H 3.48870 -0.14095 2.18854
H 1.38217 -1.92263 0.00806
H 2.92530 -2.14142 -0.85905
H -2.10683 1.28392 -1.22221
Br -2.04846 -2.01944 -4.89100
C -1.13301 -3.36738 -5.95656
C -0.11597 -2.74400 -6.87551
Br -0.96341 -1.90661 -8.41372
H -1.89876 -3.92652 -6.48584
H -0.64537 -4.01976 -5.23406
H 0.54068 -3.50621 -7.29126
H 0.48268 -1.97900 -6.38923
Br -2.74665 -0.79667 1.83049
C -4.04070 0.65783 1.96471
C -5.03609 0.62658 0.83433
Br -4.25564 1.29420 -0.82148
H -3.47102 1.58160 2.00128
H -4.54197 0.50449 2.91845
H -5.86997 1.29237 1.04842
H -5.41675 -0.36847 0.62328

The calculation puts the gap between HOMO and LUMO at 8.5 eV. Its net charge is +1. Its LUMO energy is -0.1018 hartree.



(2)
Computed, not measured: a molecular structure, C14H22Cl26 at a distorted geometry, with ωB97M-V/def2-TZVPD.

Cartesian coordinates (Å):
Cl 3.23296 0.41194 2.28376
C 2.24768 -1.11575 2.12441
C 2.36269 -2.03473 3.33638
Cl 4.05719 -2.56628 3.52009
H 2.49224 -1.51289 1.13923
H 1.22702 -0.73576 2.08003
H 1.61948 -2.82326 3.21819
H 2.10933 -1.55178 4.28013
Cl -2.34430 -0.30683 1.14165
C -2.79400 -1.72027 2.10865
C -1.63990 -2.66949 2.31643
Cl -0.24789 -1.80032 2.99153
H -3.55825 -2.23290 1.52451
H -3.26557 -1.33045 3.01074
H -1.39844 -3.06088 1.32819
H -1.93514 -3.55822 2.87417
Cl 1.81975 -0.42637 0.33518
C 0.03415 -0.47890 0.54607
C -0.74626 0.39039 -0.49840
Cl -0.31773 -0.24587 -2.04239
H -0.08188 -0.16063 1.58209
H -0.43159 -1.46427 0.53065
H -0.53406 1.45840 -0.44923
H -1.83146 0.36167 -0.40031
Cl 1.64898 -2.58503 -2.88862
C 2.31037 -1.40950 -1.78963
C 3.54315 -0.81102 -2.51268
Cl 3.05106 0.54592 -3.57565
H 2.59974 -1.89866 -0.85953
H 1.49337 -0.71609 -1.59015
H 4.00623 -1.50328 -3.21584
H 4.40609 -0.49078 -1.92883
C -1.49929 -2.80500 -2.08227
Cl -2.05634 -3.26657 -0.41618
Cl -2.71297 -3.34964 -3.22258
Cl 0.13018 -3.51771 -2.30297
H -1.51931 -1.71647 -2.02904
C -0.13252 1.95554 -3.26843
Cl 1.06803 3.24060 -3.16296
Cl 0.42841 0.80913 -4.43435
Cl -1.70955 2.53961 -3.89278
H -0.26168 1.41200 -2.33250
C -3.35766 0.16690 -2.12783
Cl -3.11014 -1.16063 -0.86944
Cl -2.48076 -0.18350 -3.70245
Cl -2.82513 1.80610 -1.59645
H -4.41522 0.20518 -2.38898
C 2.96435 1.83430 0.30422
Cl 2.59160 2.82031 1.74087
Cl 4.58148 2.27535 -0.28065
Cl 1.77648 2.13305 -0.90815
H 2.94828 0.81451 0.68874
C 0.36006 3.43359 2.11413
Cl -0.06516 2.01083 1.18242
Cl 1.07475 2.84056 3.60658
Cl -1.03313 4.47199 2.40228
H 1.06593 4.05721 1.56554
C -2.87504 3.14349 0.94361
Cl -4.26293 3.58748 -0.05766
Cl -2.44229 1.42115 0.59405
Cl -3.36369 3.29445 2.65902
H -2.00201 3.76785 0.75364

The value obtained for the energy relative to the best compared isomer or geometry (same formula, charge and spin) is 46.970 eV. The calculation puts the gap between HOMO and LUMO at 6.3 eV. Its net charge is 0. Its LUMO energy is -0.0135 hartree.



(3)
Computed, not measured: a molecular structure, C14H22ClCuO8 at a distorted geometry, with ωB97M-V/def2-TZVPD.

Cartesian coordinates (Å):
Cu 0.89709 -0.62046 0.43158
Cl 3.45875 -2.09690 0.48843
O 1.31535 -0.73230 -2.01118
C 1.10831 -0.45693 -3.39352
C 2.27954 0.29953 -4.26724
O 3.57577 -0.24075 -4.03754
H 0.24919 0.21371 -3.40913
H 0.68943 -1.30282 -3.93859
H 2.30279 1.36913 -4.05863
H 2.08453 0.31835 -5.33950
O 1.10252 -0.26112 3.04185
C 0.86424 -1.02858 3.95708
O 1.68679 -1.16999 4.96691
C 1.35467 -2.22727 5.91722
C -0.21239 -2.36155 5.70835
C -0.30319 -1.92233 4.22862
H 1.56031 -1.93060 6.94572
H 1.90877 -3.10050 5.57293
H -0.85672 -1.76273 6.35205
H -0.50718 -3.40615 5.80843
H -1.27523 -1.50127 3.97180
H -0.13909 -2.60309 3.39332
O -1.45195 -0.87018 0.36771
C -2.05488 -1.23894 -0.57069
O -2.51073 -2.53388 -0.78823
C -3.09255 -2.69998 -2.02452
C -3.18322 -1.38690 -2.58308
C -2.50250 -0.42159 -1.69208
H -4.05465 -3.20245 -1.92466
H -2.49876 -3.31857 -2.69748
H -4.23725 -1.14047 -2.71114
H -2.75630 -1.40941 -3.58575
H -3.12726 0.29583 -1.16003
H -1.56884 0.04262 -2.00969
O 1.09079 1.67281 0.93286
C 1.02397 2.58625 0.12658
O 2.07327 3.43532 0.20895
C 1.84342 4.45555 -0.72485
C 0.44399 4.38680 -1.25896
C -0.03151 2.96562 -0.94394
H 2.47885 4.54087 -1.60635
H 1.94883 5.39094 -0.17527
H 0.44962 4.56525 -2.33424
H -0.32691 5.03698 -0.84535
H -0.08941 2.38403 -1.86399
H -1.01027 2.98814 -0.46473

The value obtained for the energy relative to the best compared isomer or geometry (same formula, charge and spin) is 0.000 eV. The calculation puts the gap between HOMO and LUMO at 2.5 eV. Its net charge is -2. Its LUMO energy is 0.1507 hartree.



(4)
Computed, not measured: a molecular structure, C14H22I2N4O3PS2TeV at a distorted geometry, with ωB97M-V/def2-TZVPD.

Cartesian coordinates (Å):
V 0.63036 0.84039 -1.57641
C 0.86748 -6.12829 -0.30724
C 0.29127 -4.76800 -0.34482
C -0.99473 -4.44241 0.03304
C -1.42052 -3.10642 -0.03586
N -0.58779 -2.13495 -0.40978
C 0.63327 -2.45991 -0.79937
S 1.75407 -1.30789 -1.35404
N 1.06727 -3.75314 -0.78433
C -2.80971 -2.76825 0.34378
H 0.47835 -6.68610 0.54063
H 1.95320 -6.10063 -0.24684
H 0.59013 -6.68737 -1.20295
H -1.67617 -5.19584 0.39062
H 2.00564 -3.94204 -1.12926
H -2.96380 -3.00335 1.39912
H -3.51353 -3.39371 -0.20550
H -3.02954 -1.72063 0.15919
I -1.06523 -0.15452 -3.20002
I -0.03340 3.31128 -2.18807
S 2.46514 1.10159 -3.21106
C 3.31330 1.69729 -1.90431
N 4.56544 2.24439 -1.98434
C 5.16956 2.74242 -0.89339
C 4.53367 2.70153 0.32354
C 3.25340 2.12197 0.35942
N 2.68017 1.64200 -0.71730
H 5.01829 2.30310 -2.89553
H 6.15600 3.16649 -1.01425
H 5.00637 3.10296 1.20519
H 2.68618 2.05210 1.27975
C -4.35781 0.63190 -1.12765
C -3.57482 1.20010 0.03764
O -2.16498 1.13961 -0.28509
P -1.04355 1.23223 0.81955
O 0.22274 0.87756 0.05682
Te -1.29645 -0.26663 2.66104
O -0.88951 2.76007 1.17194
C -1.09471 3.43823 2.42730
C 0.21224 3.97578 2.97274
H -5.41986 0.69802 -0.90826
H -4.09080 -0.40405 -1.32028
H -4.15869 1.20936 -2.02591
H -3.75377 0.62738 0.96083
H -3.84913 2.24389 0.21254
H -1.55427 2.75547 3.15409
H -1.78903 4.25593 2.21222
H 0.85514 3.17046 3.32431
H -0.00886 4.62549 3.81405
H 0.73194 4.55512 2.21252

The value obtained for the energy relative to the best compared isomer or geometry (same formula, charge and spin) is 1.991 eV. The expectation value of S² is 2.04. The multiplicity is 3. The calculation puts the gap between HOMO and LUMO (spin up / spin down) at 6.4 / 4.5 eV. Its net charge is +2. Its LUMO energy (spin up / spin down) is -0.2535 / -0.3216 hartree.



(5)
Computed, not measured: C14H22N2O3 in the gas phase, with ωB97M-V/def2-TZVPD.

Cartesian coordinates (Å):
C -4.46268 -0.76944 0.58324
C -3.28924 -1.69335 0.28101
C -2.03517 -0.95101 -0.18342
C -1.43080 -0.03940 0.89585
C -1.84569 1.44056 0.80870
C -0.71990 2.34112 0.29416
C -0.38491 2.08054 -1.17856
C 1.09478 2.30324 -1.49270
N 1.92849 1.35497 -0.76956
C 1.80087 0.03442 -0.98224
C 2.47055 -0.93483 -0.29972
C 2.16479 -2.34560 -0.65017
C 3.00162 -3.40384 -0.00503
O 1.26548 -2.59676 -1.42550
C 3.40802 -0.53220 0.73884
O 4.08570 -1.23269 1.45334
N 3.48000 0.85732 0.87839
C 2.80145 1.83655 0.20286
O 2.94922 3.01236 0.42684
H -4.22237 -0.08848 1.39538
H -4.72307 -0.18254 -0.29536
H -5.33469 -1.35139 0.87355
H -3.04938 -2.27701 1.17272
H -3.58373 -2.39703 -0.50107
H -2.28757 -0.36937 -1.07257
H -1.29257 -1.69600 -0.47881
H -1.71094 -0.43774 1.87231
H -0.34120 -0.09990 0.84133
H -2.13246 1.79795 1.79945
H -2.71499 1.55005 0.15974
H -1.00187 3.38746 0.42443
H 0.16502 2.17204 0.91172
H -0.97550 2.73604 -1.81941
H -0.64325 1.05299 -1.43133
H 1.41185 3.30029 -1.17997
H 1.27741 2.18664 -2.56463
H 1.11056 -0.27111 -1.75844
H 2.68930 -4.38339 -0.35720
H 4.05179 -3.23806 -0.23463
H 2.90193 -3.34328 1.07651
H 4.12311 1.18989 1.58999

The value obtained for the energy relative to the best compared isomer or geometry (same formula, charge and spin) is 0.250 eV. The calculation puts the gap between HOMO and LUMO at 9.4 eV. Its net charge is 0. Its LUMO energy is -0.0006 hartree.



(6)
Computed, not measured: C14H22N2O3S in the gas phase at a distorted geometry, with ωB97M-V/def2-TZVPD.

Cartesian coordinates (Å):
C 1.44476 -0.75813 -3.71692
C 1.73601 0.73186 -3.83387
C 1.10218 1.55685 -2.71529
C 1.66333 1.24195 -1.32108
N 1.15749 0.01798 -0.77972
C 0.07049 -0.06144 -0.16105
S -0.94522 1.43936 0.11369
C -2.23175 0.83461 1.09174
C -3.21258 1.85935 1.54920
O -4.16815 1.61623 2.23745
O -2.89127 3.06987 1.09592
C -3.75914 4.13165 1.46632
C -2.38593 -0.45414 1.42988
C -1.51331 -1.55530 1.04394
O -1.77348 -2.70048 1.35939
N -0.37096 -1.26953 0.30864
C 0.49600 -2.40657 0.00158
C 1.77437 -2.44414 0.83818
C 1.53308 -2.55773 2.34709
C 1.34106 -1.21047 3.03646
H 1.88760 -1.29746 -4.55129
H 1.85571 -1.14868 -2.79047
H 0.37148 -0.93760 -3.72211
H 2.81677 0.89057 -3.82531
H 1.35549 1.09977 -4.79002
H 0.02193 1.39611 -2.70442
H 1.28011 2.61530 -2.91527
H 2.74945 1.13167 -1.38116
H 1.42924 2.08232 -0.65097
H -3.78356 4.23687 2.55281
H -3.35585 5.02767 1.00215
H -4.77159 3.93311 1.10904
H -3.23238 -0.73358 2.04155
H 0.75523 -2.34839 -1.05687
H -0.09739 -3.30276 0.19083
H 2.33651 -3.31589 0.49824
H 2.36951 -1.55637 0.62272
H 0.66120 -3.18814 2.52950
H 2.39703 -3.04922 2.79982
H 2.17460 -0.54660 2.81446
H 1.28968 -1.34698 4.11450
H 0.42224 -0.72350 2.72072

The value obtained for the energy relative to the best compared isomer or geometry (same formula, charge and spin) is 0.485 eV. The calculation puts the gap between HOMO and LUMO at 8.4 eV. Its net charge is 0. Its LUMO energy is -0.0181 hartree.